1.
{"formula": "C8H9I3N", "method": "wB97M-V/def2-TZVPD", "symbols": ["H", "H", "I", "H", "H", "C", "C", "I", "C", "H", "I", "H", "C", "N", "H", "H", "C", "H", "C", "C", "C"], "positions_angstrom": [[0.98, 0.78, -1.30], [1.94, 2.76, -0.07], [2.91, -2.31, -0.49], [3.94, -3.09, -1.39], [-1.10, -3.01, -1.46], [1.15, 2.18, 0.36], [-1.11, -0.79, -0.17], [-1.14, -2.54, 1.09], [0.81, 2.49, 1.69], [-0.45, 2.19, 3.24], [-3.34, -0.28, -0.90], [-0.70, -0.19, -2.12], [-0.25, 1.80, 2.32], [-0.86, -2.21, -2.10], [-1.76, 0.11, 1.92], [1.23, 3.24, 2.18], [-1.01, -1.01, -1.61], [-0.46, -2.27, -3.01], [-0.46, 0.34, 0.41], [0.56, 1.07, -0.24], [-0.88, 0.76, 1.64]], "lowdin_charge": [0.15, 0.11, 0.43, -0.35, 0.07, -0.03, -0.93, 1.01, -0.01, 0.08, 0.95, 0.09, 0.00, 0.15, 0.09, 0.07, -0.47, 0.13, -0.43, -0.03, -0.08], "charge": 1, "e_lumo_ev": -5.213, "e_tot_ev": -34225.4543, "relative_energy_ev": 0.214, "e_homo_ev": -12.827, "largest_force_ha_per_bohr": 0.1099}



2.
{"formula": "C3H3N3O", "method": "wB97M-V/def2-TZVPD", "symbols": ["H", "C", "N", "C", "C", "N", "H", "O", "N", "H"], "positions_angstrom": [[-1.91, -0.62, 1.84], [0.49, 0.90, 0.27], [-1.29, -1.44, -0.50], [-0.41, 0.24, 0.97], [1.27, 0.41, -0.89], [-1.04, -0.14, 1.95], [0.57, 1.92, 0.62], [2.44, 0.17, -1.04], [-0.76, -1.66, -1.45], [0.64, 0.22, -1.75]], "lowdin_charge": [0.06, -0.07, 0.06, -0.27, -0.31, 0.15, 0.12, 0.06, 0.11, 0.07], "charge": 0, "e_lumo_ev": 0.100, "smiles": "N=C=CC=O.N#N", "e_tot_ev": -9675.4483, "relative_energy_ev": 2.006, "e_homo_ev": -9.298, "largest_force_ha_per_bohr": 0.0602}



3.
{"formula": "C22H25INOPr", "method": "wB97M-V/def2-TZVPD", "symbols": ["N", "H", "H", "C", "H", "C", "C", "C", "C", "H", "H", "H", "H", "C", "C", "H", "H", "C", "C", "C", "H", "C", "C", "O", "C", "H", "H", "C", "I", "C", "H", "H", "H", "C", "C", "C", "C", "C", "H", "H", "H", "H", "C", "H", "H", "C", "Pr", "H", "H", "H", "H"], "positions_angstrom": [[-0.53, 1.80, -4.40], [2.11, -3.63, 0.50], [-3.18, 3.56, -1.91], [-1.15, 0.88, 2.14], [1.01, 3.12, 0.87], [-3.36, -2.40, -4.34], [-0.96, 1.68, -3.11], [-2.85, 2.85, -1.14], [0.14, -3.05, 1.42], [-1.88, -2.07, 1.44], [0.12, -3.64, 2.34], [-1.79, 4.66, 0.46], [-3.10, 1.84, -1.48], [-2.91, -0.10, -4.96], [-1.34, 3.02, -0.89], [-1.62, 0.26, 2.91], [0.54, 2.62, -1.93], [-1.59, 1.05, 0.81], [-0.51, 0.68, -5.34], [-0.54, -1.73, -0.34], [-0.04, -1.92, -5.02], [-3.81, -1.09, -4.57], [-0.03, 1.76, 2.34], [-1.66, 0.75, -2.71], [0.22, 2.40, 1.09], [-3.27, 0.91, -5.14], [-1.14, -1.11, -1.01], [1.19, -3.05, 0.45], [3.50, 0.38, -0.13], [-1.53, -0.39, -5.04], [-0.69, 1.10, -6.34], [-0.14, 4.74, -0.20], [0.49, 1.95, 3.28], [-2.00, -2.71, -4.51], [-0.86, 2.10, 0.21], [-0.51, 2.82, -2.20], [0.76, -2.23, -0.64], [-1.18, 4.48, -0.44], [-1.52, 5.16, -1.22], [-4.86, -0.84, -4.43], [-4.06, -3.19, -4.05], [0.10, 2.56, -4.60], [-1.10, -1.70, -4.89], [-1.63, -3.72, -4.34], [0.50, 0.24, -5.34], [-0.92, -2.23, 0.94], [1.07, -0.50, 1.34], [-0.54, 3.75, -2.79], [-3.41, 3.05, -0.21], [1.33, -2.05, -1.57], [-2.46, 0.57, 0.34]], "lowdin_charge": [0.07, 0.12, 0.09, -0.24, 0.11, -0.09, -0.43, -0.05, -0.20, 0.12, 0.11, 0.10, 0.07, -0.05, -0.47, 0.11, 0.14, -0.10, -0.13, -0.20, 0.11, -0.08, -0.26, 0.04, -0.14, 0.12, 0.11, -0.21, 0.19, -0.24, 0.12, 0.08, 0.10, -0.08, -0.20, -0.04, -0.22, -0.05, 0.08, 0.10, 0.10, 0.14, -0.05, 0.10, 0.12, -0.19, 0.74, 0.12, 0.09, 0.11, 0.12], "charge": 0, "e_lumo_ev": [-0.611, -0.564], "spin_multiplicity": 3, "e_tot_ev": -48928.0197, "relative_energy_ev": 0.000, "e_homo_ev": [-7.817, -7.833], "largest_force_ha_per_bohr": 0.0362}



4.
{"formula": "C32H52N11O7", "method": "wB97M-V/def2-TZVPD", "symbols": ["C", "H", "H", "H", "C", "H", "H", "O", "H", "H", "H", "C", "C", "H", "N", "C", "N", "H", "C", "C", "C", "H", "H", "H", "O", "H", "H", "H", "O", "C", "H", "H", "C", "H", "H", "H", "N", "N", "H", "C", "H", "H", "C", "C", "H", "H", "H", "H", "H", "H", "C", "O", "O", "H", "N", "H", "H", "H", "C", "O", "C", "N", "C", "C", "H", "N", "H", "H", "H", "C", "C", "H", "C", "C", "H", "H", "H", "H", "H", "C", "H", "C", "H", "H", "N", "O", "N", "C", "C", "C", "H", "H", "H", "C", "C", "N", "C", "C", "N", "C", "H", "H"], "positions_angstrom": [[4.43, 0.07, -0.90], [5.49, 3.05, 1.92], [-1.60, 4.83, 0.21], [-0.19, -3.17, -4.22], [-4.48, 0.10, -2.22], [-2.06, -3.60, -2.80], [-5.22, 0.78, -2.69], [-3.96, 0.36, 1.93], [-5.84, 1.24, 1.92], [1.97, -5.07, 1.18], [1.04, 3.09, -2.22], [-1.57, -2.64, -2.67], [-1.25, -3.44, -0.28], [-5.86, -0.33, -0.01], [2.60, -1.25, -0.11], [-1.90, 2.87, -0.65], [2.03, -1.53, 1.06], [-1.64, 0.78, 2.91], [-0.95, -0.97, -0.81], [-5.39, -2.38, -2.25], [4.68, 2.32, 1.84], [-0.15, -1.58, 2.86], [-5.39, -0.87, 2.81], [4.46, -1.45, 0.70], [-1.71, 4.98, -1.84], [4.96, -3.81, 0.37], [-3.53, 0.18, -2.76], [-5.75, -3.37, -2.28], [-4.20, 0.54, -0.89], [-5.35, 0.65, -0.08], [-2.17, 2.45, 0.32], [-4.48, 2.14, 1.20], [-0.33, 4.76, -2.05], [-1.32, -3.17, 0.77], [-3.75, -2.43, 3.74], [-3.20, 4.61, -0.55], [-0.12, 1.66, 1.15], [0.76, -1.46, 0.92], [-0.57, 2.83, -2.97], [2.95, -4.18, -0.20], [-0.22, -3.73, -0.50], [4.19, 2.20, 2.80], [5.19, 0.96, 1.32], [-4.40, -0.93, 2.33], [-0.08, 5.25, -3.00], [6.39, 2.56, -0.32], [-2.62, 0.01, -0.02], [4.70, 4.25, -0.28], [-1.14, 0.62, 4.61], [5.50, 2.12, -1.80], [-3.39, -1.47, 3.35], [2.88, -4.79, 0.97], [4.17, 0.29, -2.07], [0.27, -1.72, -3.34], [-0.50, 2.60, -0.92], [-1.82, -0.97, 1.09], [0.49, -3.31, -2.60], [4.57, 0.18, 1.75], [4.03, -1.28, -0.28], [1.99, -4.00, -0.91], [2.44, 2.40, 0.96], [3.71, 2.83, 0.89], [4.37, -3.78, -0.54], [-1.68, -2.28, -1.18], [-2.50, 2.41, -1.44], [1.63, 2.70, -0.06], [3.51, 3.23, -1.12], [6.23, 0.80, 1.63], [-4.46, -1.61, 1.48], [-0.92, 0.31, 3.58], [4.45, -2.42, -1.22], [-1.89, -4.30, -0.46], [5.42, 2.24, -0.72], [0.46, -1.14, -0.36], [1.15, 0.62, 3.89], [-3.30, -0.76, 4.17], [-2.15, -1.91, -3.25], [3.82, -2.41, -2.11], [-6.06, 1.36, -0.53], [-2.13, 4.39, -0.64], [5.48, -2.24, -1.54], [-0.16, -2.71, -3.23], [-1.00, -1.71, 4.43], [-0.96, -0.29, -1.67], [2.06, 1.76, 2.06], [-2.14, -1.66, 2.71], [0.39, 0.81, 3.25], [-4.94, 1.15, 1.30], [-1.00, -1.23, 3.45], [0.77, 1.42, 2.12], [1.91, -0.72, -2.04], [0.26, 5.21, -1.24], [-1.13, 0.52, 0.69], [0.36, 2.34, 0.09], [-0.03, 3.26, -2.12], [5.10, 0.95, -0.13], [4.30, 3.24, -0.37], [1.66, -0.99, -1.04], [-1.69, -0.31, 0.29], [-4.98, -1.26, -2.28], [4.75, -4.55, -1.22], [-2.75, -2.10, -0.99]], "lowdin_charge": [-0.40, 0.13, 0.14, 0.08, -0.20, 0.11, 0.14, -0.16, 0.14, 0.14, 0.11, -0.21, -0.04, 0.12, -0.07, -0.12, 0.09, 0.11, -0.20, 0.16, -0.11, 0.09, 0.14, 0.14, -0.12, 0.13, 0.13, 0.04, -0.20, -0.17, 0.11, 0.13, -0.17, 0.07, 0.14, 0.13, 0.14, 0.08, 0.13, -0.53, 0.05, 0.12, -0.10, -0.16, 0.13, 0.13, 0.11, 0.13, 0.13, 0.13, -0.15, 0.13, 0.08, 0.06, -0.05, 0.10, 0.05, 0.11, -0.17, 0.09, -0.35, -0.05, -0.07, -0.31, 0.12, 0.20, 0.11, 0.13, 0.13, -0.13, -0.10, 0.09, -0.09, -0.22, 0.15, 0.13, 0.10, 0.13, 0.14, -0.18, 0.13, -0.08, 0.13, 0.15, 0.19, -0.20, 0.08, -0.17, -0.17, -0.39, 0.13, 0.13, 0.08, -0.34, -0.12, -0.03, -0.10, 0.03, 0.20, -0.11, 0.14, 0.11], "charge": 1, "e_lumo_ev": -1.429, "e_tot_ev": -64746.2370, "relative_energy_ev": 0.100, "e_homo_ev": -10.999, "largest_force_ha_per_bohr": 0.0244}